No. 1
Entry from the Open Molecules 2025 dataset: a single C5H9N2O3P molecule at a distorted geometry (the ωB97M-V functional and the def2-TZVPD basis).

Values from the calculation:
LUMO (alpha / beta), eV: 0.33 / -3.21
Gap between HOMO and LUMO (alpha / beta), eV: 5.55 / 5.86
Highest occupied orbital energy (alpha / beta), eV: -5.217 / -9.067
Total charge: 0
Energy above the lowest of the compared OMol25 structures with the same formula, charge and spin, kJ/mol: 421.2
DFT total energy, a.u.: -872.30769
Spin multiplicity: 3

XYZ file:
```
20
Properties=species:S:1:pos:R:3:forces:R:3:lowdin_charge:R:1
C 0.7246 0.5961 0.3028 0.3659 1.2877 -0.5181 -0.472
C -0.4596 0.0584 -1.7924 -3.1891 1.1341 0.7576 -0.687
C -1.3686 -0.6477 0.7233 5.2363 -1.2167 0.0712 -0.484
C 1.9316 -0.0264 -1.7478 1.4214 -0.3192 0.0877 -0.006
C -0.3062 0.7725 2.4574 -0.6471 -1.6598 -1.1120 0.025
N 0.6402 0.3454 -1.0750 3.1603 -1.0283 -0.4060 -0.029
N -0.2836 0.1291 1.1167 0.7826 0.3595 1.1019 -0.080
O 1.6309 1.3039 0.7297 -0.3130 -0.9246 -0.1385 0.069
O -0.5260 -0.2472 -2.9573 0.7789 -0.4297 -0.1844 0.004
O -0.9499 -1.8036 0.1098 0.7369 -1.2928 1.2116 -0.024
P -2.1038 0.5555 -0.8800 0.3200 1.7730 -2.2211 1.006
H -1.9898 -0.7104 1.4945 -3.3705 -0.5482 2.8522 0.077
H 2.8785 0.3189 -1.2302 -1.6413 0.2312 -0.3665 0.105
H 2.0815 -1.1285 -1.7795 -0.6514 0.4743 0.0818 0.096
H 1.9393 0.2934 -2.8003 -0.1952 0.1454 0.5805 0.090
H 0.5487 1.3465 2.5508 1.6251 1.1414 0.0718 0.059
H -1.1373 1.4035 2.3698 -1.4583 1.0175 0.8215 0.085
H -0.3131 0.0661 3.2850 -0.4671 -0.1965 -0.2273 0.106
H -0.2384 -2.2089 0.7319 -1.5031 0.8519 -1.7387 0.172
H -2.6991 -0.4166 -1.6092 -0.9914 -0.7999 -0.7254 -0.110
```
Forces are in eV/Å.


No. 2
Entry from the Open Molecules 2025 dataset: 3 unconnected molecules or ions with the total composition C4H12NO2 at a distorted geometry (the ωB97M-V functional and the def2-TZVPD basis).

Values from the calculation:
LUMO, eV: 2.77
Gap between HOMO and LUMO, eV: 6.34
Highest occupied orbital energy, eV: -3.574
Total charge: -1
Energy above the lowest of the compared OMol25 structures with the same formula, charge and spin, kJ/mol: 528.3
DFT total energy, a.u.: -364.65427

XYZ file:
```
19
Properties=species:S:1:pos:R:3:forces:R:3:lowdin_charge:R:1
C -2.5603 0.8922 -0.5628 -0.3001 -0.3220 2.3135 -0.228
N -1.5485 1.3176 0.4352 1.7891 -0.5452 -3.9816 -0.055
C -0.4029 0.5261 0.2515 -1.4152 2.5236 6.8748 -0.373
C 0.9422 1.0825 0.6158 0.0562 1.1228 0.2207 -0.198
C 2.0459 0.0978 0.1713 -0.7448 -1.2489 -0.5940 -0.466
O 2.2454 -0.9185 1.0747 -0.6838 0.3507 -0.7945 -0.324
H -3.4677 1.4806 -0.4475 0.0482 0.2858 -0.2750 0.050
H -2.8624 -0.1355 -0.4227 -0.3162 -0.7519 0.1282 0.050
H -2.1776 0.8763 -1.6010 0.2689 0.4805 0.0267 0.052
H -0.5490 0.1075 -0.8576 0.0879 -1.9102 -3.3214 0.002
H -0.5477 -0.5097 -1.5324 0.0675 1.0611 0.4037 0.200
H -0.4124 -0.3877 0.8665 -0.3891 -1.1039 -1.4002 0.136
H 1.0505 2.1397 0.3160 0.0372 -0.3487 -0.4552 0.098
H 0.9859 1.1277 1.7177 -0.0441 -0.2572 -0.2355 0.115
H 1.6550 -0.2431 -0.8688 0.5958 -0.0558 0.8937 0.091
H 2.9629 0.6012 -0.0854 0.7099 0.8136 0.0459 0.069
H 1.4236 -2.0831 0.4339 0.5930 -0.1904 0.1864 -0.034
H 0.2035 -3.0515 0.5002 0.0973 -0.0593 -0.0898 -0.011
O 1.0136 -2.9201 -0.0047 -0.4577 0.1554 0.0537 -0.174
```
Forces are in eV/Å.


No. 3
Entry from the Open Molecules 2025 dataset: 4 unconnected molecules or ions with the total composition C4H14O4 at a distorted geometry (the ωB97M-V functional and the def2-TZVPD basis).

Values from the calculation:
LUMO, eV: 0.53
Gap between HOMO and LUMO, eV: 11.08
Highest occupied orbital energy, eV: -10.549
Total charge: 0
Energy above the lowest of the compared OMol25 structures with the same formula, charge and spin, kJ/mol: 44.6
SMILES string: CCCC=O.O.O.O
DFT total energy, a.u.: -461.73927

XYZ file:
```
22
Properties=species:S:1:pos:R:3:forces:R:3:lowdin_charge:R:1
O 0.9638 -1.4560 0.8974 0.0600 -0.8212 0.3046 0.048
C 0.6810 -0.6962 1.7779 -0.1871 2.2871 0.7130 -0.234
C 0.5582 0.8210 1.5815 -0.8680 -1.2184 -0.7352 -0.149
C 0.1973 1.0702 0.1207 0.7614 -0.0978 -0.7312 -0.282
C -0.1490 2.5171 -0.1718 0.0115 0.6899 0.4995 -0.099
H 0.4431 -0.9398 2.8318 0.2071 -0.9755 -0.1308 0.128
H -0.2774 1.1653 2.1946 0.1052 -0.0158 0.3213 0.119
H 1.4661 1.2907 1.9594 0.1209 0.1806 -0.1826 0.125
H 1.0025 0.6824 -0.5121 0.3415 0.5178 0.1039 0.093
H -0.5878 0.3884 -0.2045 -0.4498 0.2106 0.4758 0.092
H -0.0435 2.8739 -1.1888 -0.0455 -0.4910 -0.4306 0.068
H 0.4957 3.1969 0.3957 -0.0060 -0.1157 0.1436 0.071
H -1.1740 2.7407 0.1297 -0.0019 -0.0314 0.0389 0.079
H -0.4675 -0.0556 -2.2726 1.0569 -0.2046 0.1590 -0.013
H -1.6155 -0.6715 -2.9863 -0.2543 -0.3818 -0.3476 0.035
O -1.4104 -0.0119 -2.3313 -0.8053 0.4245 0.0886 -0.041
H -1.3320 -2.4637 1.4210 0.2334 0.0341 -0.0451 -0.004
H -1.6895 -3.3295 0.2293 0.2953 -0.1553 -0.5675 0.028
O -2.0293 -3.0072 1.0554 -0.5178 0.0758 0.5741 -0.040
H 1.5208 -1.6032 -0.9051 -0.3934 -0.1115 -0.4458 0.005
H 2.0417 -0.9224 -2.1447 0.1623 0.0030 -0.2902 0.035
O 1.4056 -1.5896 -1.8770 0.1737 0.1967 0.4842 -0.066
```
Forces are in eV/Å.